Computed, not measured: a molecular structure, C49H28AsF4N5S4Tc, with ωB97M-V/def2-TZVPD.

```
92
Properties=species:S:1:pos:R:3:lowdin_charge:R:1
Tc -0.13332 -1.03758 -0.33007 0.55
S -2.23049 -0.81563 0.14263 0.93
C -2.62027 -1.88858 1.49511 -0.40
C -3.86982 -2.39617 1.80792 -0.03
C -3.99231 -3.21873 2.91670 -0.01
C -2.88738 -3.49443 3.71085 -0.01
C -1.65281 -2.91710 3.43887 -0.04
C -1.50514 -2.11343 2.32345 -0.50
S -0.04814 -1.11188 2.02508 0.90
C 1.40893 -2.22436 2.09168 -0.33
C 2.40718 -1.82856 1.02548 -0.34
C 3.76180 -1.99692 1.23252 0.01
C 4.64258 -1.68231 0.20680 0.00
C 4.15365 -1.20501 -0.99837 0.02
C 2.78759 -1.04357 -1.14328 -0.31
C 2.15668 -0.50117 -2.39325 -0.32
S 0.50781 -1.23028 -2.67921 0.95
C 0.93643 -2.95548 -2.80461 -0.52
C 1.62729 -3.39545 -3.92721 -0.08
C 1.97372 -4.73166 -4.03507 -0.05
C 1.60770 -5.62064 -3.03137 -0.04
C 0.89555 -5.18342 -1.92686 -0.09
C 0.55575 -3.83825 -1.79852 -0.61
S -0.44334 -3.33045 -0.43020 0.72
N 1.94609 -1.35131 -0.14786 -0.06
H -4.73597 -2.17053 1.20318 0.12
H -4.95567 -3.64313 3.16206 0.13
H -2.99346 -4.13984 4.57214 0.13
H -0.81654 -3.08102 4.10639 0.13
H 1.04006 -3.23368 1.89966 0.08
H 1.86260 -2.16510 3.07869 0.10
H 4.12435 -2.37108 2.17976 0.13
H 5.70717 -1.81335 0.34820 0.13
H 4.81891 -0.95825 -1.81410 0.13
H 2.77982 -0.67691 -3.26814 0.10
H 1.99385 0.57758 -2.29945 0.08
H 1.88284 -2.69807 -4.71591 0.12
H 2.51335 -5.08090 -4.90421 0.12
H 1.86902 -6.66673 -3.11617 0.12
H 0.59538 -5.88390 -1.15818 0.11
C 4.92933 3.97372 4.59768 -0.07
C 3.66897 4.51315 4.38432 -0.07
C 2.77532 3.88696 3.52584 -0.09
C 3.14558 2.71116 2.88468 -0.40
C 4.40524 2.16355 3.11010 -0.14
C 5.29998 2.79900 3.95821 -0.08
As 1.98549 1.76655 1.64600 1.34
C 0.36602 2.82695 1.66668 -0.37
C -0.65782 2.77635 2.60163 -0.11
C -1.79600 3.55216 2.41647 -0.08
C -1.90561 4.36760 1.29530 -0.06
C -0.88120 4.42298 0.35846 -0.03
C 0.26187 3.65099 0.53845 -0.23
C 1.39976 3.56657 -0.39973 -0.22
C 1.52345 4.26684 -1.59625 -0.01
C 2.65020 4.08932 -2.38609 -0.06
C 3.66212 3.22128 -1.98929 -0.08
C 3.53965 2.50896 -0.80236 -0.11
C 2.40979 2.67794 -0.01635 -0.33
H 5.62290 4.46792 5.26456 0.11
H 3.38027 5.42892 4.88296 0.11
H 1.79965 4.32376 3.35347 0.10
H 4.69431 1.23735 2.62257 0.08
H 6.28218 2.37675 4.12488 0.11
H -0.56912 2.14988 3.48239 0.11
H -2.59053 3.53335 3.15100 0.11
H -2.78718 4.98103 1.15939 0.11
H -0.97767 5.07644 -0.50012 0.11
H 0.75520 4.96265 -1.91088 0.11
H 2.75056 4.64586 -3.30839 0.11
H 4.55032 3.11445 -2.59864 0.11
H 4.33709 1.84540 -0.48492 0.10
F -5.53739 2.16087 -2.49171 0.17
C -5.13774 0.94140 -2.18560 -0.13
C -5.89716 -0.10979 -2.53371 -0.13
F -7.03271 0.09731 -3.16146 0.18
C -5.49446 -1.48549 -2.28132 0.00
C -4.31356 -1.60197 -1.43493 -0.20
C -3.58672 -0.55204 -1.01909 -0.16
F -2.60451 0.56367 0.91364 -0.24
C -3.81982 0.78905 -1.59256 -0.04
C -2.89333 1.79057 -1.69335 -0.11
C -1.53823 1.53242 -1.32106 -0.11
N -0.53122 1.08263 -0.99558 0.13
C -3.11035 3.09424 -2.24644 -0.15
N -3.20010 4.17486 -2.62375 0.24
F -3.98074 -2.81149 -1.02106 0.12
C -6.17189 -2.56498 -2.75234 -0.09
C -7.34957 -2.46815 -3.56436 -0.14
N -8.28241 -2.47226 -4.23401 0.26
C -5.77224 -3.92157 -2.50980 -0.14
N -5.44745 -5.00779 -2.32873 0.24
```

## Properties
Charge   +2
Spin multiplicity   2
Expectation value of S²   0.765
Energy relative to the best compared isomer or geometry (same formula, charge and spin)   0.000 eV
Molecular weight   1063.980 g/mol
Largest force on an atom   0.324 eV/A

Computed, not measured: a molecular structure, C49H31BiN11O3S2, with ωB97M-V/def2-TZVPD.

```
97
Properties=species:S:1:pos:R:3:nbo_charge:R:1
Bi 0.87700 0.22507 -0.60583 1.80
C -1.97216 -5.61260 -2.59316 -0.23
C -0.67704 -6.13097 -2.52547 -0.22
C 0.40358 -5.32110 -2.19768 -0.18
C 0.15199 -3.98638 -1.93309 -0.07
C 1.05906 -2.87367 -1.58185 0.40
N 0.29066 -1.71503 -1.51709 -0.76
C -1.04475 -2.02210 -1.71544 0.43
N -2.05662 -1.25301 -1.59583 -0.51
C -1.84821 0.10843 -1.33107 0.22
C -2.62957 0.97206 -0.57592 -0.03
C -2.89889 1.31789 1.93559 -0.09
C -3.73259 2.36178 2.67541 0.09
C -3.37526 3.65870 1.98683 -0.31
C -2.50710 3.47833 -0.04467 -0.26
C -2.15367 2.28014 -0.83292 -0.14
C -1.05764 2.15443 -1.65386 0.25
N -0.24199 3.20794 -2.07220 -0.51
C 1.02088 3.02876 -2.15579 0.42
N 1.75509 1.90210 -1.80882 -0.76
C 3.11540 2.18030 -1.90212 0.41
N 4.11243 1.45201 -1.57077 -0.48
C 3.97786 0.12736 -1.21000 0.23
N 2.83093 -0.62468 -1.30309 -0.64
C 3.13979 -1.95005 -1.09900 0.25
N 2.30257 -3.02190 -1.33154 -0.48
C 4.51628 -2.04856 -0.84379 -0.13
C 5.36078 -3.14225 -0.54438 -0.18
C 6.68588 -2.89973 -0.31280 -0.25
C 7.21966 -1.57900 -0.38398 -0.26
C 6.42460 -0.50841 -0.68329 -0.19
C 5.04790 -0.73134 -0.91095 -0.05
C 3.25411 3.55763 -2.42280 -0.08
C 4.37357 4.29072 -2.77251 -0.18
C 4.17703 5.57336 -3.26997 -0.22
C 2.89213 6.10026 -3.41305 -0.22
C 1.77281 5.35200 -3.06866 -0.21
C 1.97821 4.07639 -2.57752 -0.01
N -0.84261 0.82853 -1.98920 -0.66
C -1.13241 -3.47029 -2.01324 -0.01
C -2.21323 -4.26712 -2.34088 -0.19
H -2.79374 -6.26698 -2.85772 0.20
H -0.51407 -7.17978 -2.74174 0.20
H 1.41362 -5.70706 -2.14839 0.23
H -2.70800 0.46656 2.57882 0.27
H -4.79877 2.16448 2.68211 0.23
H -3.54316 4.53977 2.60206 0.25
H -2.15136 4.36174 -0.57381 0.24
H 4.95206 -4.14398 -0.49334 0.21
H 7.34892 -3.72142 -0.06880 0.20
H 8.27583 -1.42806 -0.19491 0.20
H 6.82841 0.49483 -0.73787 0.21
H 5.36250 3.86568 -2.65959 0.23
H 5.03206 6.17239 -3.55841 0.20
H 2.76875 7.10415 -3.80027 0.20
H 0.76939 5.74223 -3.18132 0.22
H -3.20731 -3.84189 -2.39697 0.23
C -0.81197 4.42375 1.62498 -0.66
C -1.93323 3.43872 1.40997 0.27
C -3.94728 3.70180 0.53066 -0.25
C -5.02609 2.71180 0.19780 -0.19
C -4.87361 1.39436 0.28011 -0.17
C -3.54884 0.72964 0.61213 -0.12
N -1.60078 2.03827 1.79274 -0.62
C -3.61679 -0.78610 0.82475 0.24
C -4.65745 -1.60681 0.41064 -0.20
C -4.53313 -2.97165 0.61791 -0.18
C -3.36646 -3.48540 1.15524 -0.24
C -2.33916 -2.59730 1.46362 0.19
N -2.50344 -1.28896 1.34325 -0.43
C -0.97393 -3.05502 1.87357 0.17
C -0.54745 -4.35355 1.63012 -0.25
C 0.75132 -4.69817 1.97277 -0.16
C 1.57737 -3.74153 2.52376 -0.25
C 1.07932 -2.45299 2.71397 0.24
C 1.95625 -1.36154 3.26283 -0.65
N -0.17116 -2.12728 2.40323 -0.42
H -0.56304 4.58410 2.67218 0.24
H 0.07278 4.07121 1.08795 0.23
H -1.10153 5.38018 1.18820 0.21
H -4.30159 4.70466 0.29845 0.22
H -5.99023 3.10397 -0.10745 0.20
H -5.71707 0.76338 0.03426 0.20
H -5.53682 -1.21721 -0.07809 0.21
H -5.34177 -3.63639 0.33959 0.21
H -3.25647 -4.54788 1.31956 0.21
H -1.19306 -5.06852 1.14068 0.22
H 1.11979 -5.69643 1.77360 0.21
H 2.60553 -3.96849 2.77515 0.22
H 1.40271 -0.42503 3.27535 0.23
H 2.27543 -1.59285 4.28097 0.22
H 2.85413 -1.24510 2.65219 0.23
O -3.37084 2.29619 4.09796 -0.72
S -1.94760 2.75090 4.62520 2.18
O -1.88163 4.18218 4.56642 -0.94
O -1.75210 2.08932 5.87593 -0.92
S -0.68179 1.86113 3.19439 0.27
```

## Properties
Charge   -1
E_tot   -3725.0302 Ha
Molecular weight   1094.975 g/mol
Largest force on an atom   0.481 eV/A